DFT (ωB97M-V/def2-TZVPD) results for a 40-piece molecular cluster, H80O40 overall at a distorted geometry.

Structure (XYZ):
```
120
Properties=species:S:1:pos:R:3:forces:R:3
H 3.004 0.686 -0.339 -2.1530 -1.4840 -1.3809
H -0.917 -1.443 3.596 -1.4734 -0.4340 -2.1217
H -1.874 -1.962 -4.899 0.5041 0.3376 -0.0635
O 5.832 3.061 0.552 -0.5082 -1.0411 0.3610
H 4.554 -5.031 -0.176 -0.5261 0.2395 0.2619
H 1.040 1.554 4.132 -0.0346 1.4535 -0.6889
H 1.240 4.016 3.871 -0.5567 -0.1767 2.2460
H -3.524 1.624 -1.433 1.0902 0.6653 0.1690
H 1.444 2.211 -0.796 -0.0551 -0.2152 -1.5011
H 4.287 0.207 -1.828 -2.6432 2.2204 -0.6653
H 0.173 -4.413 -0.006 -4.0838 0.3953 1.5739
H -4.315 -0.595 -0.850 -0.8898 1.3236 -2.4079
H -4.017 -1.724 4.706 -1.0531 -0.1623 1.2228
O 3.420 -5.034 2.316 -2.1013 -1.6705 0.0696
H 3.524 0.494 1.270 -0.7262 0.2752 -1.9475
H -0.906 -4.401 -2.303 1.6378 -1.9391 -1.7597
O -0.438 -1.500 4.382 2.4263 2.4111 1.5316
H 2.929 -5.862 1.990 1.2563 1.8977 0.6746
H -5.292 -1.791 1.440 2.6222 -2.8489 2.1542
O 4.285 -4.113 0.027 2.1449 0.0567 -2.1704
O 0.344 3.698 4.213 4.0863 0.9470 2.6384
O 1.129 0.922 4.819 0.9685 -1.5273 1.4073
H -6.682 -1.090 1.615 0.7109 -0.3198 0.0435
H -3.260 0.386 0.950 1.4709 1.3096 0.5453
O 2.499 3.264 1.295 0.0779 -0.6923 0.9919
H -3.007 -3.416 0.201 0.0504 0.2759 0.1489
H -3.430 -1.804 3.334 1.2630 1.5017 3.5797
H -1.764 2.601 1.820 -1.7800 -1.5675 -0.5000
H 6.179 -1.207 2.504 -1.2212 -6.2239 -0.3222
H -6.156 -2.369 -0.078 0.0324 0.0839 0.1588
O -2.765 2.282 -1.377 -0.1497 -2.8302 -2.6175
H 2.871 -3.027 1.047 -1.3036 3.0095 -2.3915
H 3.733 5.068 -0.144 0.5681 0.5123 0.3458
O 2.813 5.141 -0.407 0.0796 -0.1805 1.1645
H 2.292 -1.362 -1.525 -0.4644 -1.0879 1.2911
H 2.852 4.831 -1.313 -0.0222 0.0686 -0.8557
H -5.027 0.260 -2.237 1.5686 -2.0297 2.2275
O -1.008 3.105 1.639 3.6780 2.1366 -0.8212
O -1.988 2.242 -4.648 0.4278 -0.3498 0.6161
H 2.439 -1.442 1.140 -0.1969 -2.3497 -1.7045
O 0.904 -4.482 -3.003 -0.9822 -1.4943 -1.3724
O 1.008 -4.538 -0.315 3.3394 -1.2444 -1.4336
H -2.010 1.856 -3.732 0.3686 0.8876 -1.3918
H 0.727 -4.558 -2.061 1.4741 0.5395 0.5446
H 1.582 5.517 -2.208 1.9281 0.4701 -2.9370
H 0.735 -0.290 -3.892 0.3958 -1.1990 -0.2451
H 5.492 1.591 3.838 -1.2616 0.0739 1.4809
H -2.333 4.246 -1.845 2.7076 0.2356 0.0501
O -3.112 -2.437 0.165 -0.8803 -0.0946 -2.7293
H -2.053 0.417 1.853 1.4813 -1.7165 1.8586
H 0.916 2.483 -2.242 0.1807 0.2683 0.4405
H -3.689 -5.309 1.720 -1.6178 -0.3819 0.8757
O -0.604 -2.589 1.249 1.1288 -0.1982 0.5604
H -5.406 -3.333 -1.011 1.0652 -1.3668 0.0594
O 0.669 3.332 -4.747 -0.4995 1.2986 -0.5056
H -1.582 5.514 1.310 3.6999 -2.2746 -2.5207
H -3.069 2.917 -0.801 -1.1104 2.0314 2.5545
H -1.061 2.534 -4.849 -1.4129 -0.5028 1.0485
H 4.874 -3.653 -0.651 -1.2446 -0.3373 1.3444
H -1.177 -4.006 4.282 0.7594 0.7359 0.7612
O -0.762 0.452 -1.464 -0.6830 0.7393 -0.8356
H 6.210 2.587 1.334 -0.4065 0.6200 -1.0091
H -2.272 -3.572 3.274 1.1005 -0.9600 1.0760
H -1.358 -2.212 0.793 -0.0634 0.1142 -0.8370
O -1.444 4.763 -1.766 -3.2159 -0.7822 -0.2655
H -4.235 0.282 -3.742 -0.3697 -0.3636 -0.9853
O -2.891 -5.309 1.241 -0.2092 -0.4821 -2.4968
H -0.139 -0.526 4.459 -0.3480 -2.0784 0.5864
H 2.387 4.479 -3.052 -0.2028 1.6751 -0.6774
H 0.724 1.051 -3.127 -0.5102 -1.5998 -1.7416
O -4.868 -0.295 -4.221 0.8062 0.5738 0.1263
H -0.884 -2.786 -2.282 0.2325 -1.2475 -0.3517
H -2.222 5.434 2.721 0.5229 -0.5152 0.1639
H 3.324 3.172 0.789 0.0869 0.0055 -0.2332
O 2.463 -0.965 -2.359 0.5447 0.9017 -1.2578
H -2.328 -4.798 1.768 1.9625 0.7930 1.4591
H 0.644 2.632 -5.390 0.5118 -0.9261 -0.3991
O -4.931 2.242 0.457 0.8585 -1.6197 0.3244
H 4.253 -4.993 1.865 0.5191 -0.1297 -0.3285
H -4.346 -1.108 -4.264 -0.3929 -0.0626 0.0086
O 2.424 -2.213 0.431 1.5178 -0.4872 4.3761
O -2.492 0.961 1.258 -2.8836 -0.0324 -2.1799
O -1.776 -4.352 3.643 -1.7955 0.3895 -1.5590
H 0.333 4.087 -5.287 0.4877 -0.3847 0.8780
H 2.397 -0.562 3.929 1.1067 -0.7561 -2.0637
H -0.824 0.592 -2.441 0.4563 -1.0246 0.7698
O -5.868 -1.199 1.092 -3.0949 3.7995 -1.2873
O -1.127 -1.376 -4.691 -0.3153 -1.6770 0.4709
O 0.255 0.512 -3.850 0.7682 3.1837 1.1407
H 1.535 -3.870 0.112 0.4709 0.3109 -0.0010
H 0.128 3.684 3.349 -3.5860 -0.7552 -5.0306
H 1.936 3.970 0.912 0.2250 -0.0183 -0.8298
H -0.560 2.916 0.777 -1.6192 -0.3350 1.1528
O 2.320 5.484 -2.973 -2.3107 -2.2935 2.8725
H 0.202 -2.582 0.688 -1.0118 0.5242 0.3466
H 5.442 2.362 -0.021 0.6463 0.4524 0.5697
H 1.920 1.143 5.358 -0.8689 0.0590 -0.5949
O 1.705 2.181 -1.755 -0.1516 0.5908 1.2018
O 4.826 0.889 4.086 0.5958 2.7683 -0.0816
H 1.547 -1.472 3.078 3.9523 0.9198 -0.3198
H -1.899 5.597 -1.950 0.9010 0.6672 0.0618
O 3.573 0.925 0.347 2.3239 1.4902 3.6752
O 2.602 -1.091 3.062 -5.2393 -0.0401 2.1096
H -1.528 1.019 -1.244 0.1348 -0.1153 0.8943
O 6.341 -0.351 2.461 2.1905 5.2274 2.4226
H 6.173 0.059 1.665 -0.4656 0.4274 -2.9911
H -5.311 1.361 0.636 0.2744 0.4354 -0.0335
H -5.687 2.767 0.316 -1.4608 1.2486 -0.2607
O -6.060 -2.673 -0.976 -1.2155 0.7322 -1.2511
O 4.944 -0.414 -1.793 2.8089 -4.0249 -1.0301
H 5.259 0.350 3.445 0.0352 -2.3360 -0.6306
O -2.213 5.814 1.852 -4.3376 2.8441 2.3328
O -1.302 -3.630 -2.036 -3.2342 3.6521 2.1613
H 1.566 -3.867 -3.252 0.8987 0.6786 0.3609
H -3.284 -2.312 -0.852 0.7201 -0.2673 2.6497
H 4.688 -1.130 -2.477 0.3351 1.9774 1.7299
H 1.822 -1.275 -2.996 -0.2156 -0.4400 0.2583
O -4.189 -0.101 -1.736 -1.0440 0.5210 0.9195
H -1.286 -0.544 -5.106 -0.3951 0.9823 -0.4724
O -3.184 -1.470 4.343 -0.5898 -1.2710 -5.0108
```
Positions in Å, forces in eV/Å.

⟨S²⟩   0.757
Energy above the lowest of the compared OMol25 structures with the same formula, charge and spin   1012.6 kJ/mol
Net charge   +1
LUMO level (spin up / spin down)   -0.114 / -0.376 hartree
Frontier orbital gap (spin up / spin down)   9.77 / 2.63 eV
Multiplicity   2

***

DFT (ωB97M-V/def2-TZVPD) results for H8I2MnO4 as an isolated structure at a distorted geometry.

Structure (XYZ):
```
15
Properties=species:S:1:pos:R:3:forces:R:3
H 0.602 -2.028 0.814 0.4902 -0.2878 -0.2611
O 0.951 1.772 0.914 -0.0431 0.2738 1.0617
O 0.462 -1.125 1.099 -0.0346 -0.6051 0.4024
H -2.058 0.681 1.258 -0.0120 0.4077 0.1767
H 1.412 2.606 0.832 0.1387 0.3502 -0.6067
H -0.267 -1.661 -2.502 0.4453 0.2501 -0.4978
I 2.966 -0.255 -1.484 -0.5104 -0.0512 0.2982
H 0.961 1.583 1.852 0.0960 -0.1463 0.3212
H -2.225 -0.390 0.201 -0.2733 -0.1092 -0.2482
H -0.917 -1.950 -1.166 -0.2125 -0.3092 0.0939
O -0.457 -1.265 -1.652 -0.6475 -0.4951 0.2971
Mn 0.333 0.370 -0.499 0.9600 1.0906 -1.8754
I -0.577 2.507 -2.190 0.1295 -0.4283 0.3476
H 0.465 -1.171 2.055 0.0094 0.1550 0.3155
O -1.652 0.329 0.467 -0.5358 -0.0950 0.1750
```
Positions in Å, forces in eV/Å.

⟨S²⟩   8.753
LUMO level (spin up / spin down)   -0.039 / -0.039 hartree
Frontier orbital gap (spin up / spin down)   6.22 / 6.29 eV
Multiplicity   6

***

DFT (ωB97M-V/def2-TZVPD) results for a 5-piece molecular cluster, H8IO4 overall at a distorted geometry.

Structure (XYZ):
```
13
Properties=species:S:1:pos:R:3:forces:R:3
H 1.614 -0.722 2.059 -1.5495 1.1293 -0.9884
O -3.168 -0.211 -1.774 0.2944 0.1159 0.2032
H -0.848 -0.192 -1.896 -1.1106 1.1003 1.3974
I -0.799 0.367 0.726 -0.2338 0.1732 0.3828
O 2.413 1.502 1.250 0.0225 0.0568 1.0537
H 2.119 -1.703 2.999 0.1079 -0.5146 0.4545
H -4.087 0.069 -1.796 0.1250 0.1922 0.3663
H -2.725 0.144 -0.960 -0.6471 -0.2837 -0.5152
O -0.321 -0.655 -2.502 1.4312 -2.2253 -0.7349
H -0.209 -0.122 -3.262 -0.0022 0.9205 -0.9975
H 1.545 1.689 0.882 -0.3672 0.0169 -0.5366
H 2.131 1.141 2.114 0.5929 0.2504 -0.5720
O 2.336 -1.307 2.160 1.3364 -0.9318 0.4867
```
Positions in Å, forces in eV/Å.

Energy above the lowest of the compared OMol25 structures with the same formula, charge and spin   90.3 kJ/mol
Net charge   -1
LUMO level   0.124 hartree
Frontier orbital gap   7.75 eV

***

DFT (ωB97M-V/def2-TZVPD) results for H8N2O10Zn as an isolated structure at a distorted geometry.

Structure (XYZ):
```
21
Properties=species:S:1:pos:R:3:forces:R:3
O -0.546 2.547 -2.858 0.0997 -0.1440 0.2974
O 0.268 -3.407 -3.930 -1.3707 0.5256 -1.1740
H -0.075 2.605 -3.689 0.1452 -0.0695 -0.2258
N -4.255 -2.616 0.511 0.0503 -0.2634 0.4169
O 1.386 -2.707 -2.312 0.5814 1.2897 1.1858
H 0.338 -1.254 4.325 -0.2387 -0.0379 0.1388
H -0.621 4.645 1.761 0.0322 0.2075 -0.1603
O -3.780 -3.662 1.007 -0.5283 1.0350 -0.6241
H -1.164 3.278 -2.880 -0.2155 0.1599 0.0319
O 0.956 -1.106 3.609 -0.0035 0.2287 -0.2501
O -0.833 3.840 2.232 -0.0095 -0.2743 -0.1632
N 1.280 -3.462 -3.267 -1.0550 -0.6248 0.4898
H 4.365 2.312 1.122 0.1073 0.0408 0.2404
O 2.087 -4.323 -3.474 1.7748 -1.0042 -0.3162
O -3.540 -1.601 0.459 0.2825 -0.2786 0.0471
H 1.753 -1.562 3.881 0.2283 -0.1337 0.0083
O -5.409 -2.539 0.100 0.3640 -0.4297 0.1295
O 3.811 2.033 0.393 -0.3156 -0.1122 0.0072
H -0.679 4.053 3.153 0.0135 -0.0032 0.2702
H 4.298 2.289 -0.390 0.0983 0.0293 -0.2552
Zn 0.360 0.637 0.248 -0.0407 -0.1412 -0.0944
```
Positions in Å, forces in eV/Å.

Energy above the lowest of the compared OMol25 structures with the same formula, charge and spin   1052.3 kJ/mol
LUMO level   -0.231 hartree
Frontier orbital gap   2.31 eV

***

DFT (ωB97M-V/def2-TZVPD) results for H8N3O13Zn2 as an isolated structure at a distorted geometry.

Structure (XYZ):
```
26
Properties=species:S:1:pos:R:3:forces:R:3
O -2.326 3.370 1.138 0.8152 -0.3339 -1.4421
H -0.845 -1.546 -3.563 0.0333 -0.1511 -0.0386
O 3.787 -0.275 -2.747 -0.0497 0.1580 0.0925
O -3.569 4.246 -0.387 1.3991 -0.7386 0.0429
O 0.622 -1.273 2.673 -0.4700 0.9844 0.4064
N 1.688 -2.046 2.585 0.1269 -1.5342 -0.3606
O -0.804 -2.179 -2.839 -0.0059 0.1344 0.3178
Zn -0.131 3.244 -2.225 -1.6106 -1.6353 2.5654
N -2.538 3.700 -0.041 -2.0593 1.3870 0.8678
Zn -1.081 -0.569 1.903 2.7478 -1.7613 -0.5085
H -0.659 -2.864 0.166 0.3464 0.3496 0.3216
H 4.199 -0.900 -2.139 -0.0088 0.0718 -0.0827
O 1.192 -0.565 -1.536 -1.0392 0.9848 0.0593
O 2.759 -1.596 2.945 -0.9642 0.0952 -0.2434
H 0.048 -2.012 -2.414 -0.0653 -0.1000 -0.3241
O 0.087 0.069 0.175 -0.6523 1.0196 -1.0239
O 1.522 -3.203 2.171 -0.0331 1.2719 0.1753
O -1.636 3.463 -0.976 1.5946 -0.4622 -0.8695
H 2.968 -0.009 -2.310 0.2195 -0.2537 -0.1031
H -2.107 -2.862 0.695 0.1573 0.0158 -0.0602
H -0.452 1.477 3.589 0.1094 -0.5753 0.0378
O -1.277 -2.365 0.723 -1.1903 0.3338 0.3056
N 0.446 0.247 -1.005 1.8019 -0.9419 0.6584
H -1.182 1.960 2.288 0.1119 -0.4936 0.2194
O -0.849 1.158 2.766 -0.9160 1.4119 -0.6227
O 0.137 1.330 -1.637 -0.3987 0.7629 -0.3909
```
Positions in Å, forces in eV/Å.

Net charge   +1
LUMO level   -0.308 hartree
Frontier orbital gap   3.74 eV

***

DFT (ωB97M-V/def2-TZVPD) results for H8NaO4 as an isolated structure at a distorted geometry.

Structure (XYZ):
```
13
Properties=species:S:1:pos:R:3:forces:R:3
Na 1.921 5.783 -12.615 0.0382 0.6608 3.4561
H 3.875 4.130 -11.937 0.4588 -0.0958 0.0877
H 2.438 8.181 -12.403 0.2536 0.3627 -0.1241
O 0.976 6.303 -13.976 -2.9164 1.3041 -5.2419
H 0.102 6.690 -13.914 -0.3694 0.1494 -0.0536
O 1.735 7.651 -12.027 -0.0615 1.6560 1.1346
H 0.980 4.572 -11.018 -0.2365 -0.2530 0.6674
H 3.153 4.101 -13.267 0.2209 -0.4413 -0.4016
O 0.746 4.221 -11.877 -0.8906 -0.3707 0.1961
H 1.208 6.384 -14.901 -0.1686 0.0262 -0.5109
H 1.131 3.345 -11.891 -0.1112 -0.3643 0.0736
O 3.271 4.635 -12.482 3.8967 -2.8474 0.4339
H 1.223 8.267 -11.504 -0.1140 0.2133 0.2827
```
Positions in Å, forces in eV/Å.

Energy above the lowest of the compared OMol25 structures with the same formula, charge and spin   289.2 kJ/mol
Net charge   +1
LUMO level   -0.133 hartree
Frontier orbital gap   12.29 eV

***

DFT (ωB97M-V/def2-TZVPD) results for a 4-piece molecular cluster, H8O4 overall at a distorted geometry.

Structure (XYZ):
```
12
Properties=species:S:1:pos:R:3:forces:R:3
H -8.235 -6.620 5.669 -0.1300 0.0606 0.8656
H -8.846 -5.072 7.124 -0.5167 0.6080 0.1000
H -9.003 -6.205 8.115 -0.3151 -0.0436 0.3135
H -8.977 -6.801 4.361 -0.1625 0.0552 -0.0313
O -9.721 -8.843 6.833 0.1453 -0.3559 0.2467
H -10.195 -9.564 6.418 -0.1036 -0.1845 -0.1115
O -8.139 -6.982 4.788 0.3689 -0.2367 -1.0717
H -10.417 -3.223 8.302 0.1908 0.4793 0.8002
H -10.278 -8.077 6.691 -0.0895 0.4968 0.0023
O -8.566 -5.971 7.296 0.6503 -0.2842 -0.2678
H -11.632 -3.855 7.656 -0.9230 -0.1811 0.1495
O -10.690 -3.729 7.537 0.8851 -0.4139 -0.9953
```
Positions in Å, forces in eV/Å.

⟨S²⟩   0.750
Energy above the lowest of the compared OMol25 structures with the same formula, charge and spin   39.8 kJ/mol
Net charge   -1
LUMO level (spin up / spin down)   0.134 / 0.131 hartree
Frontier orbital gap (spin up / spin down)   2.97 / 10.71 eV
Multiplicity   2

***

DFT (ωB97M-V/def2-TZVPD) results for a 4-piece molecular cluster, H8O4 overall at a distorted geometry.

Structure (XYZ):
```
12
Properties=species:S:1:pos:R:3:forces:R:3
H -11.707 -1.851 17.190 0.1250 -0.8080 1.0383
O -15.036 -2.050 13.617 1.6197 2.2672 1.2183
O -13.876 -2.181 16.052 2.3317 -0.7821 0.1303
O -11.362 -1.246 16.554 1.1899 0.4817 0.1664
H -12.772 -4.758 15.936 0.1246 -0.4493 -0.6229
H -12.159 -1.159 16.063 -1.0217 0.3864 -1.1147
H -14.873 -1.118 13.339 -0.1875 -1.1091 0.2784
H -12.552 -6.198 15.406 0.0148 -0.4929 0.3099
O -12.599 -5.289 15.133 -0.1862 1.0190 0.2877
H -14.170 -2.325 15.167 -0.3984 -0.3650 -1.3135
H -14.614 -1.852 16.487 -2.0948 0.9401 1.3664
H -15.597 -2.410 12.984 -1.5170 -1.0880 -1.7447
```
Positions in Å, forces in eV/Å.

Energy above the lowest of the compared OMol25 structures with the same formula, charge and spin   99.6 kJ/mol
LUMO level   0.013 hartree
Frontier orbital gap   11.02 eV
SMILES   O.O.O.O

***

DFT (ωB97M-V/def2-TZVPD) results for a 4-piece molecular cluster, H8O4 overall.

Structure (XYZ):
```
12
Properties=species:S:1:pos:R:3:forces:R:3
H 0.356 5.651 16.813 -0.2214 0.1180 -0.2572
O -0.498 5.539 16.375 -0.0469 -0.0331 -0.3623
H -1.332 7.436 18.266 0.0264 0.2293 0.1731
O 2.144 3.034 18.177 0.1371 0.1054 -0.0555
O -1.077 6.775 18.916 -0.1002 0.1096 0.0642
H 2.489 6.417 18.311 0.0273 0.1251 -0.0451
H 2.602 2.384 17.637 -0.0032 -0.0063 -0.0654
H -0.130 6.646 18.780 0.0785 -0.0710 -0.0049
H -1.098 6.021 16.952 -0.0817 -0.3529 0.0348
H 1.785 2.537 18.917 -0.0924 0.0568 0.0442
H 2.015 5.066 17.783 -0.0486 -0.2848 0.2328
O 1.747 5.992 17.874 0.3251 0.0041 0.2413
```
Positions in Å, forces in eV/Å.

Energy above the lowest of the compared OMol25 structures with the same formula, charge and spin   75.1 kJ/mol
LUMO level   0.015 hartree
Frontier orbital gap   10.88 eV
SMILES   O.O.O.O

***

DFT (ωB97M-V/def2-TZVPD) results for a 4-piece molecular cluster, H8O4 overall at a distorted geometry.

Structure (XYZ):
```
12
Properties=species:S:1:pos:R:3:forces:R:3
H 0.389 -1.224 -1.215 0.2366 -0.2199 0.0420
H 0.394 2.311 -0.853 -0.2678 0.2023 -0.1048
H 0.712 0.726 0.630 -0.7423 -0.2510 0.7865
H 0.418 -1.958 1.088 -0.0099 -0.6041 0.3416
O 0.080 0.559 1.365 1.1335 -0.2659 -0.2252
O -0.526 -2.166 1.039 0.6900 0.0400 -0.4623
H -0.294 0.031 -1.695 -0.3032 0.4416 0.1150
H -0.698 -1.828 0.150 -0.7834 -0.0985 0.1727
O 0.271 -0.683 -1.993 0.1411 -0.0514 -0.1838
O -0.505 2.086 -0.576 0.3602 0.4322 -0.4292
H 0.336 -0.298 1.740 -0.3225 0.6018 0.0912
H -0.578 2.444 0.320 -0.1323 -0.2270 -0.1439
```
Positions in Å, forces in eV/Å.

Energy above the lowest of the compared OMol25 structures with the same formula, charge and spin   138.6 kJ/mol
LUMO level   0.008 hartree
Frontier orbital gap   11.72 eV
SMILES   O.O.O.O